1.
The following is a quantum chemistry calculation of 4 unconnected molecules or ions with the total composition C16H25F9N3O7, from the OMol25 dataset.

```
60
Properties=species:S:1:pos:R:3
N -1.228 0.114 1.414
C -2.080 0.031 0.338
N -2.589 1.304 -0.300
C -4.100 1.359 -0.285
C -4.853 -0.094 -0.216
O -5.308 -0.298 1.198
C -3.930 -1.382 -0.636
N -2.501 -1.339 -0.146
H -1.144 1.073 1.868
H -0.749 -0.746 1.779
H -2.179 1.484 -1.242
H -4.416 1.945 0.704
H -4.467 2.056 -1.178
H -5.825 -0.124 -0.903
H -6.215 -0.728 1.076
H -4.429 -2.331 -0.112
H -3.930 -1.618 -1.795
H -2.442 -1.955 0.712
C 1.136 -0.619 -1.714
C 2.349 0.141 -2.217
O 3.413 0.090 -1.255
C 4.164 -1.056 -1.248
O 3.970 -2.008 -1.999
C 5.286 -0.959 -0.215
F 4.857 -0.474 0.986
F 6.288 -0.127 -0.622
F 5.873 -2.160 0.051
H 0.829 -0.247 -0.731
H 0.298 -0.515 -2.409
H 1.356 -1.685 -1.596
H 2.090 1.197 -2.349
H 2.685 -0.231 -3.192
C -2.741 -6.153 4.486
C -3.816 -5.096 4.307
O -3.389 -3.841 4.855
C -2.555 -3.092 4.066
O -2.169 -3.440 2.954
C -2.216 -1.766 4.746
F -1.880 -1.917 6.060
F -3.266 -0.894 4.721
F -1.170 -1.117 4.162
H -2.453 -6.232 5.540
H -3.096 -7.128 4.141
H -1.836 -5.897 3.928
H -4.716 -5.394 4.856
H -4.104 -4.986 3.255
C 6.134 4.398 -3.406
C 5.127 4.620 -2.291
O 3.977 5.325 -2.781
C 3.043 4.570 -3.441
O 3.148 3.361 -3.628
C 1.854 5.432 -3.865
F 2.235 6.611 -4.436
F 1.058 5.762 -2.808
F 1.045 4.817 -4.773
H 6.396 5.349 -3.882
H 7.044 3.932 -3.018
H 5.722 3.754 -4.189
H 5.577 5.246 -1.513
H 4.834 3.677 -1.816
```

* multiplicity: 1
* Kohn-Sham gap: 9.231 eV
* total charge: +1
* LUMO energy: -4.14 eV

---

2.
The following is a quantum chemistry calculation of C8H16N4O5P2 in the gas phase, from the OMol25 dataset.

```
35
Properties=species:S:1:pos:R:3
C 3.852 -0.476 0.464
C 2.429 -0.191 0.877
O 2.250 1.233 0.990
P 1.107 1.876 0.088
O 1.222 3.323 0.100
C 1.262 1.277 -1.626
C -0.042 0.847 -2.309
C -0.633 -0.368 -1.689
N -1.800 -0.229 -1.083
N -2.284 -1.307 -0.499
C -1.555 -2.404 -0.587
P -2.208 -3.941 0.255
O -0.982 -4.197 1.323
O -3.345 -3.345 1.230
N -0.420 -2.554 -1.224
N 0.070 -1.475 -1.809
O -0.280 1.410 0.740
C -1.200 2.465 1.074
C -2.534 1.831 1.473
H 4.054 -0.084 -0.529
H 4.545 0.001 1.144
H 4.000 -1.551 0.439
H 2.267 -0.676 1.833
H 1.742 -0.661 0.176
H 1.943 0.431 -1.642
H 1.716 2.095 -2.165
H -0.771 1.645 -2.378
H 0.219 0.574 -3.326
H -0.164 -4.290 0.803
H -3.586 -2.428 0.998
H -1.383 3.125 0.241
H -0.854 3.043 1.917
H -2.716 1.890 2.540
H -2.563 0.788 1.190
H -3.358 2.323 0.970
```

* multiplicity: 1
* Kohn-Sham gap: 7.716 eV
* LUMO energy: -1.52 eV

---

3.
The following is a quantum chemistry calculation of 9 unconnected molecules or ions with the total composition C40H76NO20P, from the OMol25 dataset.

```
138
Properties=species:S:1:pos:R:3
C 3.231 4.230 5.612
C 2.808 3.665 4.644
C 2.369 2.952 3.454
C 3.413 1.945 2.869
N 2.736 0.642 2.770
C 2.996 -0.036 3.983
O 2.254 -0.809 4.520
C 4.350 0.436 4.507
C 4.669 1.711 3.700
C 5.917 1.481 2.825
P 7.494 1.517 3.708
O 8.546 2.301 3.074
O 7.917 -0.031 3.899
O 7.252 2.052 5.201
H 3.627 4.721 6.465
H 1.461 2.392 3.658
H 2.143 3.703 2.699
H 3.626 2.286 1.860
H 2.939 0.130 1.922
H 4.294 0.569 5.587
H 5.016 -0.408 4.314
H 4.918 2.507 4.390
H 5.846 0.521 2.314
H 5.995 2.262 2.070
H 7.206 -0.486 4.372
H 6.463 1.678 5.618
C 11.856 0.037 3.432
C 11.211 -1.082 2.647
O 12.179 -1.967 2.067
C 12.739 -2.985 2.748
C 12.511 -3.108 4.239
O 13.452 -3.749 2.157
H 12.439 -0.339 4.274
H 11.091 0.710 3.819
H 12.534 0.601 2.792
H 10.492 -1.647 3.241
H 10.662 -0.668 1.803
H 13.364 -2.665 4.751
H 12.472 -4.166 4.484
H 11.601 -2.637 4.599
C -0.409 -2.686 -0.098
C -0.130 -1.817 1.110
O 0.711 -0.702 0.787
C 0.252 0.446 0.260
C -1.175 0.529 -0.224
O 1.025 1.360 0.129
H -0.955 -2.143 -0.871
H -1.003 -3.553 0.193
H 0.527 -3.033 -0.537
H -1.044 -1.474 1.596
H 0.434 -2.373 1.857
H -1.184 0.346 -1.298
H -1.533 1.539 -0.041
H -1.857 -0.169 0.255
C 3.792 -0.274 -1.117
C 3.979 -1.272 -2.237
O 2.715 -1.541 -2.853
C 2.160 -0.761 -3.797
C 2.817 0.541 -4.188
O 1.097 -1.101 -4.244
H 3.436 0.687 -1.485
H 4.724 -0.106 -0.574
H 3.038 -0.651 -0.424
H 4.726 -0.959 -2.968
H 4.303 -2.235 -1.846
H 2.345 1.343 -3.621
H 2.630 0.706 -5.246
H 3.889 0.574 -4.019
C -2.513 -2.267 -5.030
C -1.933 -1.981 -3.662
O -2.949 -1.622 -2.703
C -3.672 -2.532 -2.037
C -3.580 -3.990 -2.416
O -4.432 -2.148 -1.181
H -3.192 -3.120 -5.023
H -1.708 -2.477 -5.735
H -3.074 -1.403 -5.387
H -1.330 -2.806 -3.285
H -1.279 -1.115 -3.707
H -4.405 -4.225 -3.090
H -3.684 -4.586 -1.512
H -2.649 -4.277 -2.896
C -7.768 -2.163 0.441
C -7.920 -3.289 -0.557
O -9.289 -3.551 -0.885
C -9.962 -2.841 -1.817
C -9.348 -1.584 -2.384
O -11.060 -3.212 -2.128
H -8.152 -1.224 0.040
H -6.718 -2.026 0.700
H -8.334 -2.387 1.346
H -7.338 -3.108 -1.460
H -7.551 -4.218 -0.124
H -9.744 -0.724 -1.843
H -9.642 -1.505 -3.428
H -8.261 -1.557 -2.343
C 3.332 8.481 3.558
C 4.596 7.945 2.921
O 4.434 6.603 2.452
C 3.897 6.299 1.257
C 3.254 7.379 0.419
O 3.895 5.147 0.915
H 2.511 8.536 2.842
H 3.505 9.481 3.956
H 3.018 7.828 4.372
H 4.964 8.589 2.121
H 5.390 7.878 3.663
H 2.180 7.355 0.599
H 3.436 7.144 -0.626
H 3.622 8.382 0.615
C -8.281 -6.087 -3.770
C -7.353 -4.892 -3.770
O -6.296 -5.010 -4.729
C -6.433 -4.691 -6.034
C -7.809 -4.403 -6.589
O -5.452 -4.691 -6.724
H -8.797 -6.196 -4.724
H -9.031 -5.978 -2.986
H -7.713 -7.001 -3.595
H -7.891 -3.951 -3.906
H -6.840 -4.828 -2.811
H -8.184 -5.312 -7.059
H -7.709 -3.635 -7.351
H -8.532 -4.065 -5.852
C -7.082 2.799 0.853
C -7.239 1.672 -0.145
O -8.611 1.424 -0.473
C -9.290 2.132 -1.398
C -8.680 3.391 -1.971
O -10.390 1.769 -1.711
H -7.447 3.746 0.456
H -6.032 2.922 1.120
H -7.650 2.580 1.757
H -6.656 1.835 -1.053
H -6.887 0.739 0.292
H -9.084 4.245 -1.429
H -8.984 3.465 -3.012
H -7.594 3.427 -1.931
```

* multiplicity: 1
* Kohn-Sham gap: 9.862 eV
* LUMO energy: 0.03 eV

---

4.
The following is a quantum chemistry calculation of a molecular structure, C47H43ClN8O2P2Ti, from the OMol25 dataset.

```
104
Properties=species:S:1:pos:R:3
Ti 0.197 -0.223 -0.096
N -0.916 -1.353 3.164
C -1.489 -2.003 2.145
N -2.398 -2.903 2.471
C -2.995 -3.541 1.468
N -3.953 -4.412 1.746
N -2.675 -3.364 0.160
C -1.724 -2.510 -0.067
N -1.084 -1.742 0.859
C -1.328 -2.329 -1.481
C -1.782 -3.182 -2.469
C -1.444 -2.915 -3.784
C -0.696 -1.783 -4.070
C -0.265 -0.987 -3.028
N -0.553 -1.266 -1.749
H -1.333 -1.499 4.070
H -0.385 -0.516 3.015
H -4.221 -4.574 2.703
H -4.412 -4.909 1.002
H -2.392 -4.030 -2.192
H -1.780 -3.568 -4.579
H -0.442 -1.516 -5.087
H 0.333 -0.104 -3.201
Cl 1.798 -0.183 2.066
C 2.273 -1.818 2.551
C 2.633 -2.007 3.870
C 3.078 -3.268 4.244
C 3.159 -4.289 3.306
C 2.789 -4.063 1.990
C 2.329 -2.807 1.585
P 1.837 -2.442 -0.121
C 3.386 -2.208 -1.034
C 3.323 -1.926 -2.402
C 4.484 -1.750 -3.137
C 5.722 -1.826 -2.509
C 5.793 -2.093 -1.150
C 4.631 -2.293 -0.414
C 1.139 -4.015 -0.701
C 0.242 -4.701 0.121
C -0.361 -5.867 -0.322
C -0.077 -6.359 -1.590
C 0.821 -5.687 -2.407
C 1.429 -4.520 -1.967
H 2.579 -1.197 4.585
H 3.367 -3.447 5.270
H 3.516 -5.266 3.602
H 2.853 -4.865 1.265
H 2.362 -1.863 -2.901
H 4.428 -1.566 -4.203
H 6.630 -1.694 -3.083
H 6.755 -2.169 -0.660
H 4.707 -2.524 0.641
H 0.030 -4.342 1.123
H -1.039 -6.403 0.329
H -0.537 -7.277 -1.931
H 1.067 -6.083 -3.384
H 2.148 -4.028 -2.608
O 1.657 2.253 0.987
N 0.315 2.119 0.603
C -0.298 3.240 0.536
C -1.677 3.558 0.205
C -2.007 4.911 0.352
C -3.290 5.363 0.103
C -4.265 4.461 -0.295
C -3.946 3.120 -0.449
C -2.658 2.654 -0.211
P -2.375 0.867 -0.411
C -3.523 0.275 0.881
C -4.714 -0.422 0.692
C -5.523 -0.728 1.781
C -5.164 -0.331 3.059
C -3.991 0.389 3.252
C -3.177 0.684 2.172
C -3.039 0.610 -2.088
C -2.757 1.612 -3.024
C -3.183 1.494 -4.337
C -3.898 0.373 -4.738
C -4.161 -0.635 -3.825
C -3.723 -0.527 -2.511
H 1.794 3.136 1.366
H 0.287 4.128 0.784
H -1.248 5.616 0.669
H -3.528 6.411 0.222
H -5.275 4.798 -0.485
H -4.717 2.426 -0.762
H -5.059 -0.689 -0.293
H -6.454 -1.254 1.618
H -5.806 -0.556 3.900
H -3.723 0.736 4.242
H -2.278 1.273 2.333
H -2.231 2.511 -2.723
H -2.975 2.289 -5.042
H -4.256 0.293 -5.757
H -4.720 -1.512 -4.129
H -3.923 -1.345 -1.834
C 2.884 1.748 -2.893
C 2.758 1.112 -1.549
N 3.802 1.090 -0.752
O 1.653 0.617 -1.196
H 3.844 2.236 -3.037
H 2.082 2.476 -3.016
H 2.763 0.977 -3.655
H 4.694 1.447 -1.054
H 3.736 0.667 0.161
```

* multiplicity: 2
* Kohn-Sham gap (alpha / beta): 7.636 / 7.739 eV
* total charge: +3
* LUMO energy (alpha / beta): -8.05 / -7.96 eV